1.
59
Properties=species:S:1:pos:R:3:forces:R:3 method="wB97M-V/def2-TZVPD" multiplicity=2 de_lowest_kj_mol=0.0 total_charge=+3 e_lumo_ev="-8.77 / -10.95" homo_lumo_gap_ev="7.288 / 5.110" molar_mass_g_mol=734.52 total_energy_ev=-118635.71183 s2=0.766 homo_ev="-16.1 / -16.1"
Pd 0.5085 0.5679 0.2099 -0.21 0.35 0.54
C 2.7310 -0.0620 -2.5676 -0.02 -0.02 0.01
C 3.2095 0.0990 -1.1648 -0.02 0.08 0.05
N 2.4760 0.2879 -0.0776 0.36 -0.07 -0.19
C 3.2342 0.2311 1.0829 -0.10 0.01 -0.03
C 4.5579 0.0853 0.8660 0.07 -0.06 -0.02
S 4.8610 -0.0481 -0.8053 0.06 -0.03 -0.04
C 2.4894 0.2242 2.3270 0.02 0.02 0.07
C 2.9744 0.2171 3.5875 -0.03 0.01 0.13
S 1.6845 0.2055 4.6986 0.02 0.01 0.00
C 0.5509 0.2077 3.4349 -0.10 0.04 -0.06
N 1.1019 0.2041 2.2349 0.05 -0.17 -0.01
C -0.9081 0.2303 3.7401 0.00 0.03 0.02
H 1.6493 -0.0118 -2.6297 0.01 -0.04 0.02
H 3.0321 -1.0434 -2.9358 0.03 0.01 -0.02
H 3.1737 0.6856 -3.2260 -0.02 0.02 0.01
H 5.3550 -0.0008 1.5864 -0.02 0.02 0.02
H 4.0009 0.2282 3.9157 0.00 0.01 -0.02
H -1.0778 0.6512 4.7295 0.02 -0.01 0.01
H -1.3199 -0.7794 3.7363 0.00 0.01 -0.01
H -1.4376 0.8375 3.0095 0.01 0.00 0.03
Cl -0.6920 6.2044 -0.8597 -0.02 -0.01 0.03
C -2.0943 5.2252 -0.6424 0.02 -0.02 -0.09
C -2.5861 4.9737 0.6286 -0.01 -0.01 0.07
C -3.6941 4.1523 0.7734 0.06 -0.04 0.05
C -4.3087 3.5570 -0.3202 -0.13 0.13 -0.08
C -5.4514 2.5794 -0.1541 0.09 -0.01 0.11
C -5.0103 1.1299 -0.4169 0.03 -0.01 0.08
N -3.7066 0.7006 0.1363 0.03 0.03 -0.01
C -3.5022 -0.4827 0.8172 -0.08 0.00 -0.04
C -2.1661 -0.6200 0.9844 0.04 -0.01 -0.18
N -1.5411 0.4677 0.4051 0.08 -0.01 0.16
C -2.4947 1.2321 -0.1035 0.00 -0.01 -0.04
O -6.1527 2.8344 1.0640 -0.01 0.02 -0.04
C -6.1289 1.9974 2.1908 -0.01 -0.07 0.01
C -7.5464 1.6758 2.6027 0.07 0.05 0.06
C -8.5782 2.6634 2.6978 -0.08 -0.05 0.06
Cl -8.4361 4.2843 2.4158 0.00 -0.02 0.00
S -10.0909 2.0064 3.2366 -0.04 0.13 -0.02
C -9.3845 0.4836 3.3691 0.03 -0.07 0.00
C -8.0246 0.4524 3.0032 -0.01 -0.01 -0.06
C -3.8205 3.8674 -1.5885 -0.01 0.04 -0.01
Cl -4.5535 3.1987 -3.0128 0.00 -0.01 0.00
C -2.7236 4.6961 -1.7607 0.03 0.00 -0.01
H -2.1127 5.4261 1.4891 -0.01 0.00 0.00
H -4.0863 3.9679 1.7649 0.00 0.01 0.00
H -6.1875 2.7976 -0.9291 -0.02 -0.09 -0.05
H -4.9754 0.9987 -1.4965 0.04 0.01 -0.01
H -5.7509 0.4262 -0.0389 -0.02 0.01 -0.03
H -4.3135 -1.1386 1.0824 0.00 0.01 0.01
H -1.6175 -1.4247 1.4403 0.00 0.00 0.01
H -2.3328 2.1401 -0.6563 0.00 0.02 0.05
H -5.6431 2.5134 3.0281 0.03 0.03 -0.03
H -5.5828 1.0658 2.0312 -0.04 -0.02 0.02
H -9.9708 -0.3612 3.7057 -0.01 0.01 0.00
H -7.4482 -0.4607 3.0440 0.03 0.02 -0.01
H -2.3807 4.9431 -2.7567 0.00 0.01 0.01
S 0.1024 2.4783 -2.5610 0.02 0.40 -0.03
C 0.3097 1.6340 -1.3458 -0.25 -0.62 -0.45

---

2.
60
Properties=species:S:1:pos:R:3:forces:R:3 method="wB97M-V/def2-TZVPD" de_lowest_kj_mol=0.0 total_charge=+2 e_lumo_ev=-6.36 homo_lumo_gap_ev=7.043 molar_mass_g_mol=709.43 total_energy_ev=-87057.89502 homo_ev=-13.4
Lu -0.4168 0.1532 -0.3376 0.41 -0.49 -0.34
C -1.4265 1.7609 -3.1643 -0.01 -0.02 0.09
C 0.0300 2.0386 -2.9477 0.06 0.03 0.01
C 0.6695 3.0095 -3.7173 -0.04 -0.02 0.00
C 2.0147 3.2384 -3.5420 0.03 0.03 -0.02
C 2.7229 2.4769 -2.6163 -0.02 0.01 0.00
C 2.0430 1.5314 -1.8830 0.03 -0.10 0.10
N 0.7099 1.3334 -2.0297 -0.02 0.03 -0.10
C 2.7211 0.6509 -0.8863 -0.02 0.09 -0.01
C 4.1001 0.5375 -0.7894 -0.01 -0.02 -0.02
C 4.6289 -0.3276 0.1533 0.00 -0.01 0.01
C 3.7821 -1.0564 0.9739 -0.02 -0.02 0.00
C 2.4127 -0.8927 0.8322 -0.07 0.01 0.10
N 1.9127 -0.0511 -0.0825 -0.04 0.06 0.02
C 1.4099 -1.5811 1.7033 0.10 0.15 -0.07
C 1.7827 -2.4436 2.7112 -0.07 -0.03 0.01
C 0.7948 -2.9677 3.5394 0.05 -0.02 0.01
C -0.5153 -2.5922 3.3496 -0.06 -0.03 0.01
C -0.8380 -1.7161 2.3147 0.12 0.01 0.00
C -2.2492 -1.2337 2.1588 -0.07 0.04 -0.09
N 0.1139 -1.2505 1.4902 -0.04 -0.02 0.13
H -1.5938 1.5002 -4.2097 -0.03 0.01 0.00
H -2.0302 2.6397 -2.9363 0.03 0.03 -0.02
H -1.8141 0.9525 -2.5449 0.02 -0.05 -0.06
H 0.0948 3.5694 -4.4422 0.01 0.01 0.00
H 2.5220 3.9976 -4.1222 0.00 -0.01 0.00
H 3.7799 2.6413 -2.4740 0.00 0.01 0.00
H 4.7513 1.0997 -1.4408 0.02 -0.01 0.01
H 5.7009 -0.4346 0.2504 0.00 0.00 0.00
H 4.1883 -1.7259 1.7159 0.04 0.01 -0.02
H 2.8167 -2.7020 2.8774 0.00 0.00 0.00
H 1.0609 -3.6441 4.3408 0.00 0.00 0.00
H -1.2978 -2.9553 4.0019 -0.01 0.01 -0.01
H -2.9500 -2.0680 2.1336 0.02 -0.02 0.03
H -2.4249 -0.6377 1.2623 0.04 -0.03 0.01
H -2.5166 -0.6092 3.0135 0.02 -0.03 0.03
C -2.4885 -4.8649 -1.2199 -0.04 0.17 0.04
O -2.5785 -3.4306 -1.0128 0.11 -0.06 -0.08
C -1.5588 -2.6580 -1.2604 -0.20 0.06 -0.11
O -1.6879 -1.4314 -1.0950 -0.14 -0.18 0.13
N -0.3972 -3.1820 -1.6888 0.01 0.01 0.02
N 0.6510 -2.2818 -1.9354 -0.08 0.03 -0.02
H -3.4557 -5.2514 -0.9229 0.00 -0.01 0.01
H -1.7081 -5.2793 -0.5835 0.01 -0.06 -0.03
H -2.3227 -5.0773 -2.2757 0.02 -0.03 0.01
H -0.3456 -4.1326 -2.0226 0.04 0.00 0.00
H 0.7383 -2.1285 -2.9364 0.07 0.00 0.01
H 1.5155 -2.6816 -1.5878 -0.01 0.01 0.02
F -1.8759 5.1461 4.0368 0.00 -0.01 -0.01
C -1.8929 4.2701 3.0433 0.05 0.00 0.03
C -2.9846 4.2057 2.1877 -0.07 -0.02 -0.05
F -4.0040 5.0277 2.3746 0.02 -0.01 0.00
C -3.0270 3.2916 1.1410 0.00 0.16 0.16
F -4.0875 3.2574 0.3421 0.03 -0.04 -0.03
C -1.9622 2.4270 0.9349 0.05 -0.41 -0.46
O -1.8937 1.5089 -0.0449 -0.38 0.58 0.43
C -0.8935 2.5216 1.8068 0.08 0.17 0.20
F 0.1461 1.6442 1.5564 0.03 0.03 -0.04
C -0.8188 3.4120 2.8543 -0.07 0.02 -0.01
F 0.2412 3.4455 3.6520 0.00 0.00 -0.01

---

3.
52
Properties=species:S:1:pos:R:3:forces:R:3 method="wB97M-V/def2-TZVPD" de_lowest_kj_mol=79.4 total_charge=+1 e_lumo_ev=-5.89 homo_lumo_gap_ev=5.249 molar_mass_g_mol=531.34 total_energy_ev=-45263.21947 homo_ev=-11.1
F 4.4423 0.0684 3.8701 -1.79 -0.43 -0.43
C 3.1705 -0.2369 3.4642 1.54 0.10 0.05
C 2.9217 -1.5130 2.9569 0.01 0.25 0.14
C 1.6684 -1.7549 2.4369 -0.18 -0.41 -0.33
C 0.6359 -0.7775 2.4526 -0.13 0.12 -0.45
C -0.6103 -1.0644 1.7808 0.01 -0.45 3.12
C -1.8607 -0.4460 2.1109 -0.52 1.00 -0.86
C -2.9634 -1.2858 2.4188 0.41 -0.20 -0.25
C -4.1015 -0.7654 3.0168 -0.11 0.18 -0.05
C -4.1925 0.6120 3.2708 0.19 -0.35 -0.02
C -3.1508 1.4655 2.8828 0.13 0.06 -0.37
C -2.0352 0.9519 2.2207 -0.16 0.09 0.72
C 0.9236 0.4626 3.0737 0.18 0.32 0.04
C 2.1998 0.7598 3.5238 -0.53 0.20 -0.01
H 3.6984 -2.2754 2.9328 -0.15 0.27 0.06
H 1.4559 -2.7196 1.9801 0.01 0.15 -0.01
H -0.7136 -2.0721 1.4181 0.31 -0.21 -0.23
H -2.8747 -2.3526 2.2020 -0.08 0.25 0.19
H -4.9318 -1.4306 3.2712 0.34 0.28 -0.09
H -5.0947 1.0163 3.7403 0.42 -0.13 -0.13
H -3.2201 2.5377 3.0885 -0.06 -0.39 -0.29
H -1.2824 1.6116 1.7842 -0.25 -0.09 0.29
H 0.1388 1.2092 3.1656 0.33 -0.14 0.06
H 2.4373 1.7549 3.9024 0.01 -0.42 0.04
C -3.1747 -2.8125 -2.1449 -0.21 0.17 0.07
C -2.0196 -3.7901 -2.1876 0.34 -0.18 -0.62
C -2.4071 -5.1196 -2.8376 0.31 0.27 0.29
O -0.9450 -3.2878 -3.0241 -0.22 0.33 0.97
C -0.1749 -2.2770 -2.5285 0.58 0.63 -0.42
O 0.6403 -1.7642 -3.2848 -0.83 -0.17 0.98
C -0.3523 -1.9432 -1.0715 -1.04 -2.09 -2.49
I 0.8593 -0.2995 -0.6498 0.62 0.32 -0.90
C 0.4594 1.0612 -2.2832 -0.49 -0.06 -0.37
C 1.3887 1.1783 -3.3105 0.23 -0.02 -0.10
C 1.1323 2.0762 -4.3603 -0.24 -0.15 0.57
C -0.0590 2.8118 -4.3700 0.09 -0.12 0.14
C -0.9993 2.6519 -3.3483 0.30 -0.31 0.25
C -0.7415 1.7652 -2.2877 -0.01 0.07 -0.04
C -0.4723 -3.2638 -0.4042 0.37 0.15 0.46
O 0.2146 -3.7129 0.5017 -0.64 0.57 -0.13
O -1.4944 -4.0710 -0.8739 0.90 0.79 -0.32
H -2.8920 -1.8682 -1.6614 -0.10 -0.29 -0.17
H -3.5103 -2.6191 -3.1721 0.11 -0.01 0.29
H -4.0042 -3.2742 -1.5965 0.17 0.14 -0.07
H -1.5490 -5.7971 -2.8074 -0.18 0.10 0.02
H -3.2555 -5.5703 -2.3236 0.07 0.03 0.04
H -2.6733 -4.9365 -3.8794 -0.01 0.02 0.10
H 2.2891 0.5664 -3.3104 -0.22 0.16 -0.05
H 1.8632 2.1870 -5.1625 -0.24 -0.07 0.27
H -0.2532 3.5153 -5.1823 0.03 -0.26 0.26
H -1.9358 3.2103 -3.3616 0.28 -0.16 0.01
H -1.4658 1.6199 -1.4877 0.09 0.10 -0.21

---

4.
53
Properties=species:S:1:pos:R:3:forces:R:3 method="wB97M-V/def2-TZVPD" e_lumo_ev=0.06 smiles="CCOC(=O)[C@](F)([C@@H]1C=C(c2ccccc2)Oc2ccccc21)S(=O)(=O)c1ccccc1" homo_lumo_gap_ev=8.332 molar_mass_g_mol=452.50 total_energy_ev=-50052.97536 homo_ev=-8.3
C 2.7922 2.5820 1.7472 0.58 -0.06 -0.08
C 2.4941 1.1136 1.6075 -0.34 -0.27 0.20
O 1.0465 1.0720 1.3802 0.12 -1.36 -0.37
C 0.4628 -0.1456 1.4395 1.09 -0.97 1.65
C -0.9420 -0.0172 0.7824 0.96 2.02 2.63
F -1.7655 -1.0053 1.3456 0.73 0.28 -1.85
S -1.7111 1.5458 1.7035 -1.84 0.70 -0.19
C -3.5897 1.3301 1.7861 1.43 -0.40 -0.07
C -4.3891 1.8014 0.7441 0.15 -0.18 0.05
C -5.7610 1.5410 0.7994 0.30 0.02 0.53
C -6.3086 0.8859 1.9077 0.48 -0.07 -0.11
C -5.4843 0.4696 2.9539 0.29 0.34 -0.17
C -4.1106 0.6963 2.9074 0.12 -0.03 -0.22
O -1.2862 1.7053 3.0914 -0.01 -0.61 -1.58
O -1.5629 2.6026 0.7241 0.11 0.08 0.75
O 0.9621 -1.1448 1.9588 -1.40 2.16 -1.40
H 3.8684 2.7646 1.8316 -0.10 -0.13 -0.08
H 2.4177 3.1211 0.8777 -0.03 0.06 0.05
H 2.3360 2.9580 2.6533 -0.25 0.19 0.10
H 3.0033 0.6245 0.7589 -0.31 0.26 0.22
H 2.7103 0.5324 2.5127 -0.02 0.21 -0.22
H -3.9500 2.3822 -0.0740 -0.13 -0.40 0.29
H -6.3946 1.8680 -0.0086 -0.12 0.08 -0.07
H -7.3723 0.6878 1.9600 0.04 0.04 -0.06
H -5.8849 -0.0197 3.8218 -0.27 -0.13 0.17
H -3.4356 0.4026 3.7191 -0.36 0.03 -0.36
C 2.8374 -5.5281 -1.6409 -0.11 0.63 0.16
C 1.5758 -5.2995 -1.0766 0.05 -0.36 0.08
C 1.0366 -4.0285 -0.9460 0.82 0.21 -0.57
C 1.7988 -2.9429 -1.4011 -0.19 -0.16 0.05
C 1.2203 -1.5963 -1.3266 0.07 1.35 0.69
O 2.1456 -0.6129 -1.6392 -1.00 0.17 -1.04
C 1.6547 0.6848 -1.8699 0.44 -1.42 0.09
C 0.3994 1.0955 -1.3915 1.14 0.90 0.23
C 0.2437 2.4814 -1.4007 0.82 0.55 -1.43
C 1.1429 3.3045 -2.1077 -0.78 0.26 0.67
C 2.2830 2.8120 -2.7077 0.16 0.34 -0.55
C 2.5645 1.4863 -2.5754 0.00 -1.51 0.18
C -0.5952 0.0995 -0.8952 -1.27 -0.58 3.19
C 0.0001 -1.2545 -0.8753 -0.25 -1.43 -1.52
C 3.0543 -3.1537 -1.9957 -0.43 0.19 -0.01
C 3.5687 -4.4249 -2.1133 -0.72 -1.21 0.52
H 3.2485 -6.5421 -1.6914 -0.23 0.44 -0.06
H 0.9892 -6.1356 -0.7259 0.01 -0.16 0.02
H 0.0356 -3.8539 -0.5599 0.30 -0.28 0.05
H -0.5458 2.9436 -0.8613 -0.56 0.11 -0.12
H 0.9351 4.3662 -2.2007 -0.07 -0.11 0.24
H 2.9455 3.4312 -3.3072 -0.19 0.10 0.19
H 3.4285 0.9879 -3.0558 -0.54 0.43 0.58
H -1.6426 0.2564 -1.2257 0.79 -0.43 -0.72
H -0.6030 -1.9827 -0.3392 0.15 -0.28 -0.72
H 3.6125 -2.3421 -2.4362 -0.08 0.24 0.23
H 4.5210 -4.6059 -2.5653 0.43 0.11 -0.23